# 1
ORCA calculation (ωB97M-V/def2-TZVPD) on the molecule C15H18F2N2O4.

For the HOMO-LUMO gap, the calculation gives 9.9 eV. The value obtained for the total energy is -1192.63978 a.u. The energy above the lowest of the compared OMol25 structures with the same formula, charge and spin is 4.8 kJ/mol.

Each atom is followed by the atoms it is bonded to, with distances in Å.
Element x y z (Å)
1 O -2.5450 -0.5217 -0.6011  C2 1.215
2 C -2.8288 0.6252 -0.3173  O1 1.215, N3 1.348, C20 1.526
3 N -3.9898 1.2216 -0.6547  C2 1.348, H4 1.008, C5 1.443
4 H -4.1883 2.1333 -0.2720  N3 1.008
5 C -5.1168 0.4540 -1.1268  N3 1.443, H6 1.091, H7 1.093, C8 1.546
6 H -4.7124 -0.4805 -1.5197  C5 1.091
7 H -5.6294 0.9972 -1.9242  C5 1.093
8 C -6.1024 0.1596 0.0278  C5 1.546, H9 1.095, C10 1.533, O18 1.408
9 H -6.6082 1.0867 0.3182  C8 1.095
10 C -7.0729 -0.9682 -0.3410  C8 1.533, H11 1.090, H12 1.088, C13 1.534
11 H -7.9829 -0.8750 0.2511  C10 1.090
12 H -7.3358 -0.9531 -1.3962  C10 1.088
13 C -6.2917 -2.2256 0.0623  C10 1.534, H14 1.089, H15 1.088, C16 1.542
14 H -5.8310 -2.6968 -0.8044  C13 1.089
15 H -6.9351 -2.9572 0.5459  C13 1.088
16 C -5.2108 -1.6976 1.0268  C13 1.542, H17 1.092, O18 1.420, H19 1.096
17 H -5.2808 -2.1343 2.0251  C16 1.092
18 O -5.4232 -0.3012 1.1720  C8 1.408, C16 1.420
19 H -4.2048 -1.8792 0.6304  C16 1.096
20 C -1.8557 1.5267 0.4370  C2 1.526, N21 1.439, H40 1.099, H41 1.094
21 N -0.5583 0.9051 0.4585  C20 1.439, C22 1.352, H39 1.011
22 C 0.5704 1.5910 0.1676  N21 1.352, O23 1.217, C24 1.493
23 O 0.5919 2.8044 0.0765  C22 1.217
24 C 1.7981 0.7529 0.0235  C22 1.493, C25 1.389, C29 1.393
25 C 3.0157 1.3101 0.3940  C24 1.389, C26 1.384, H38 1.079
26 C 4.1965 0.5983 0.2761  C25 1.384, C27 1.385, H37 1.078
27 C 4.1549 -0.6871 -0.2381  C26 1.385, C28 1.390, O32 1.400
28 C 2.9485 -1.2500 -0.6385  C27 1.390, C29 1.380, H31 1.078
29 C 1.7758 -0.5350 -0.5069  C24 1.393, C28 1.380, H30 1.080
30 H 0.8519 -0.9783 -0.8484  C29 1.080
31 H 2.9543 -2.2456 -1.0519  C28 1.078
32 O 5.2720 -1.5133 -0.4098  C27 1.400, C33 1.334
33 C 6.4914 -1.0975 -0.0640  O32 1.334, F34 1.358, F35 1.357, H36 1.102
34 F 6.5978 -0.7769 1.2513  C33 1.358
35 F 6.8917 0.0156 -0.7298  C33 1.357
36 H 7.2123 -1.9022 -0.2790  C33 1.102
37 H 5.1223 1.0585 0.5817  C26 1.078
38 H 3.0263 2.3178 0.7798  C25 1.079
39 H -0.5802 -0.1044 0.4104  N21 1.011
40 H -2.2370 1.6648 1.4580  C20 1.099
41 H -1.7600 2.5079 -0.0375  C20 1.094

# 2
ORCA calculation (ωB97M-V/def2-TZVPD) on the ion CH3N2O with charge -1.

For the HOMO-LUMO gap (alpha / beta), the calculation gives 6.5 / 6.5 eV. As for the net charge: -1. The value obtained for the total energy is -224.54505 a.u. The energy above the lowest of the compared OMol25 structures with the same formula, charge and spin is 111.1 kJ/mol.

Each atom is followed by the atoms it is bonded to, with distances in Å.
Element x y z (Å)
1 C -0.3989 0.1125 -0.3624  N2 1.394, H5 1.094, H6 1.091
2 N 0.5151 -0.8412 0.0829  C1 1.394, N3 1.299, H7 1.033
3 N 1.3064 -1.6241 -0.5871  N2 1.299, O4 1.304
4 O 1.8538 -2.5496 0.1508  N3 1.304
5 H -0.4766 0.9441 0.3434  C1 1.094
6 H -0.1722 0.4512 -1.3742  C1 1.091
7 H 0.4343 -1.0667 1.0880  N2 1.033